This record from the OMol25 dataset describes an isolated ion of composition C5H10ClN4 and charge +1 at a distorted geometry. The level of theory is the ωB97M-V functional and the def2-TZVPD basis.

The expectation value of S² is 2.01. As for the LUMO energy (alpha / beta): -3.61 / -6.35 eV. For the energy above the lowest of the compared OMol25 structures with the same formula, charge and spin, the calculation gives 241.2 kJ/mol. Its multiplicity is 3. The charge is +1. The HOMO-LUMO gap (alpha / beta) is 0.2113 / 0.2767 Eh.

Last column: Mulliken spin population.
Element x y z (Å)
1 C 1.081 -0.206 1.504  -0.0005
2 C -0.166 0.092 1.220  0.0221
3 C 1.310 -0.982 -0.828  0.5801
4 C 1.989 -0.651 0.479  0.0776
5 C -0.893 -0.323 -0.066  -0.0187
6 N 0.103 -0.883 -0.991  1.0004
7 N -1.916 -1.290 0.238  0.0376
8 N -1.512 0.786 -0.698  0.0265
9 N -0.679 1.841 -1.022  0.0057
10 Cl 3.049 0.779 0.236  0.1114
11 H 1.684 0.054 2.422  0.0152
12 H -0.843 0.590 1.882  0.0133
13 H 1.843 -1.640 -1.573  0.1077
14 H 2.669 -1.455 0.729  0.0158
15 H -2.392 -1.490 -0.596  -0.0069
16 H -1.520 -2.250 0.537  -0.0005
17 H -2.406 0.994 -0.410  0.0029
18 H 0.207 1.453 -1.543  0.0077
19 H -0.334 2.294 -0.180  0.0037
20 H -1.266 2.160 -1.740  -0.0010


This record from the OMol25 dataset describes an isolated ion of composition C4H10F3NP and charge +1 at a distorted geometry. The level of theory is the ωB97M-V functional and the def2-TZVPD basis.

As for the LUMO energy: -6.10 eV. For the energy above the lowest of the compared OMol25 structures with the same formula, charge and spin, the calculation gives 128.4 kJ/mol. As for the structure (SMILES): CC[N+](CC)=P(F)(F)F. The charge is +1. The HOMO-LUMO gap is 0.3729 Eh.

Last column: Löwdin charge in e.
Element x y z (Å)
1 C -0.602 1.981 0.681  -0.0771
2 C 0.025 -2.359 0.202  -0.0568
3 C -0.654 1.363 -0.670  -0.2274
4 C -0.837 -1.191 -0.428  -0.1558
5 N -0.013 0.028 -0.650  -0.1881
6 F 2.136 1.374 -0.728  -0.0277
7 F 2.430 -0.984 -0.618  0.0089
8 F 2.128 0.294 1.731  -0.2447
9 P 1.450 0.080 -0.137  0.8921
10 H 0.296 2.274 1.177  0.0741
11 H -1.382 2.820 0.551  0.1426
12 H -1.012 1.272 1.321  0.0625
13 H 0.700 -1.903 0.972  0.0663
14 H -0.687 -3.055 0.756  0.1245
15 H 0.531 -2.823 -0.685  0.1009
16 H -1.675 1.360 -0.934  0.1255
17 H -0.178 1.943 -1.480  0.1384
18 H -1.121 -1.491 -1.400  0.1249
19 H -1.536 -0.982 0.338  0.1170


This record from the OMol25 dataset describes C41H40BLaN9O4 as an isolated structure at a distorted geometry. The level of theory is the ωB97M-V functional and the def2-TZVPD basis.

As for the LUMO energy: -2.20 eV. For the energy above the lowest of the compared OMol25 structures with the same formula, charge and spin, the calculation gives 1.4 kJ/mol. The charge is +1. The HOMO-LUMO gap is 0.3303 Eh.

Last column: Löwdin charge in e.
Element x y z (Å)
1 La 0.235 0.198 -0.978  2.1111
2 C 2.752 -4.747 1.200  -0.0065
3 C 2.477 -3.674 0.225  -0.2817
4 C 2.763 -3.699 -1.120  0.0426
5 C 2.406 -2.442 -1.565  -0.2525
6 N 1.881 -1.713 -0.598  -0.0481
7 N 1.892 -2.512 0.548  0.0651
8 B 0.841 -2.131 1.613  -0.5131
9 N -0.535 -2.471 0.970  0.0370
10 N -0.814 -2.006 -0.276  -0.0519
11 C -2.022 -2.500 -0.577  -0.2226
12 C -2.553 -3.202 0.507  0.0506
13 C -1.569 -3.162 1.460  -0.2596
14 C -1.598 -3.664 2.868  0.0065
15 C -2.671 -2.140 -1.890  -0.1769
16 C -1.866 -1.687 -2.940  -0.1007
17 C -2.280 -1.300 -4.190  -0.0246
18 C -3.677 -1.519 -4.360  -0.0788
19 C -4.482 -2.030 -3.390  -0.0687
20 C -3.999 -2.423 -2.116  0.0039
21 N 1.020 -0.692 2.158  0.0420
22 N 1.314 0.288 1.231  -0.0837
23 C 1.958 1.290 1.815  -0.2491
24 C 2.081 0.979 3.124  0.0346
25 C 1.498 -0.245 3.344  -0.2281
26 C 1.491 -1.124 4.581  0.0099
27 C 2.595 2.324 0.978  -0.1557
28 C 3.232 1.761 -0.136  -0.0858
29 C 3.904 2.503 -1.067  -0.1055
30 C 3.907 3.846 -0.961  -0.0818
31 C 3.312 4.487 0.154  -0.0282
32 C 2.616 3.695 1.086  -0.0178
33 C 2.204 -1.887 -2.954  -0.1795
34 C 2.445 -0.509 -3.233  -0.1197
35 C 2.476 -0.039 -4.497  -0.0725
36 C 2.159 -0.938 -5.528  -0.0832
37 C 1.811 -2.234 -5.289  -0.0642
38 C 1.855 -2.725 -3.979  -0.0306
39 H 3.261 -5.581 0.753  0.0774
40 H 1.812 -4.989 1.826  0.1134
41 H 3.513 -4.376 1.898  0.0951
42 H 3.026 -4.609 -1.645  0.1264
43 H 1.012 -2.850 2.588  0.1192
44 H -3.394 -3.815 0.605  0.1061
45 H -1.534 -2.844 3.541  0.0727
46 H -0.683 -4.238 3.040  0.0732
47 H -2.364 -4.451 3.038  0.1066
48 H -0.798 -1.704 -2.730  0.0632
49 H -1.604 -0.932 -4.914  0.1003
50 H -4.108 -1.416 -5.354  0.1108
51 H -5.440 -2.376 -3.768  0.1142
52 H -4.675 -2.880 -1.459  0.1031
53 H 2.529 1.571 3.867  0.1191
54 H 2.056 -1.990 4.391  0.0570
55 H 0.504 -1.521 4.802  0.0820
56 H 1.948 -0.542 5.397  0.0984
57 H 3.524 0.683 -0.088  0.1311
58 H 4.574 2.056 -1.809  0.1251
59 H 4.369 4.399 -1.790  0.1191
60 H 3.376 5.533 0.341  0.1014
61 H 2.311 4.227 1.986  0.1294
62 H 2.853 -0.042 -2.361  0.0709
63 H 2.774 1.011 -4.746  0.1362
64 H 2.312 -0.517 -6.555  0.1283
65 H 1.538 -2.910 -6.124  0.1257
66 H 1.764 -3.768 -3.713  0.1181
67 O -0.628 3.016 3.543  -0.0776
68 C -1.863 3.093 4.259  -0.2306
69 N -2.364 1.815 4.731  0.1010
70 C -3.220 0.984 4.053  -0.4374
71 O -3.986 0.233 4.628  0.0840
72 C -3.154 0.926 2.534  -0.0979
73 C -4.350 1.022 1.804  0.0302
74 C -4.313 0.871 0.410  -0.0107
75 C -3.046 0.775 -0.174  -0.1520
76 N -1.902 0.701 0.501  -0.0574
77 C -1.944 0.742 1.866  -0.0431
78 H -0.843 3.253 2.607  0.0329
79 H -2.572 3.714 3.752  0.1255
80 H -1.603 3.628 5.202  0.1357
81 H -2.380 1.719 5.731  0.1405
82 H -5.241 1.213 2.377  0.1261
83 H -5.218 0.974 -0.225  0.1272
84 H -2.956 0.651 -1.270  0.1148
85 H -1.014 0.622 2.498  0.1303
86 O 0.494 2.091 -2.879  -0.1294
87 C 0.191 3.015 -2.078  -0.5270
88 C 0.272 4.526 -2.383  -0.0612
89 C -0.319 5.228 -1.109  -0.0542
90 C -0.534 3.993 -0.202  -0.4776
91 O -0.816 4.033 0.976  0.0432
92 N -0.310 2.781 -0.839  0.0131
93 H -0.269 4.747 -3.322  0.1257
94 H 1.321 4.817 -2.534  0.1125
95 H -1.271 5.809 -1.179  0.1301
96 H 0.325 5.925 -0.509  0.1277


This record from the OMol25 dataset describes C21H20Li4N4O3 as an isolated structure at a distorted geometry. The level of theory is the ωB97M-V functional and the def2-TZVPD basis.

As for the LUMO energy: -5.79 eV. The charge is +2. The HOMO-LUMO gap is 0.3042 Eh.

Last column: Löwdin charge in e.
Element x y z (Å)
1 Li 3.387 7.132 2.862  0.7705
2 Li 3.943 9.077 -0.463  0.7768
3 Li 0.671 7.275 -1.794  0.7559
4 Li 1.450 5.107 1.346  0.7453
5 C 2.170 7.588 0.146  -1.1726
6 O 3.025 7.645 0.946  -0.0926
7 O 2.133 8.288 -0.886  -0.1656
8 O 1.403 6.623 0.129  -0.1653
9 N 3.038 3.960 0.795  -0.0381
10 C 3.243 2.670 1.225  -0.1042
11 C 4.337 1.899 0.825  -0.0550
12 C 5.301 2.381 -0.011  -0.0401
13 C 5.238 3.751 -0.330  -0.0138
14 C 4.086 4.480 0.091  -0.1329
15 H 2.525 2.295 1.939  0.1096
16 H 4.456 0.875 1.146  0.1203
17 H 6.162 1.776 -0.250  0.1248
18 H 5.965 4.133 -1.031  0.1115
19 H 3.972 5.478 -0.305  0.0925
20 N 3.030 8.890 4.036  -0.0403
21 C 1.822 9.366 3.680  -0.1471
22 C 1.361 10.613 4.025  -0.0569
23 C 2.052 11.357 4.911  -0.0603
24 C 3.247 10.890 5.396  -0.0288
25 C 3.727 9.660 4.924  -0.1003
26 H 1.313 8.698 3.001  0.0978
27 H 0.430 11.015 3.654  0.1227
28 H 1.595 12.286 5.219  0.1286
29 H 3.734 11.457 6.174  0.1198
30 H 4.633 9.234 5.328  0.1099
31 N -0.147 5.301 -2.508  -0.0270
32 C -1.277 4.820 -3.125  -0.0830
33 C -1.322 3.482 -3.671  -0.0284
34 C -0.198 2.679 -3.562  -0.0426
35 C 0.908 3.162 -2.826  -0.0546
36 C 0.947 4.486 -2.417  -0.1555
37 H -2.160 5.435 -3.214  0.1060
38 H -2.208 3.220 -4.230  0.1089
39 H -0.074 1.668 -3.920  0.1155
40 H 1.770 2.521 -2.715  0.1050
41 H 1.837 4.886 -1.954  0.0807
42 N 3.546 10.875 -1.998  -0.0191
43 C 4.295 12.018 -2.039  -0.1347
44 C 4.191 12.923 -3.094  -0.0313
45 C 3.260 12.695 -4.156  -0.0336
46 C 2.510 11.565 -4.066  -0.0669
47 C 2.689 10.634 -3.022  -0.1241
48 H 4.948 12.215 -1.201  0.1010
49 H 4.720 13.848 -2.920  0.1068
50 H 2.946 13.427 -4.886  0.1185
51 H 1.720 11.280 -4.744  0.1093
52 H 2.067 9.771 -2.833  0.0773


This record from the OMol25 dataset describes C3H7OPS2 as an isolated structure at a distorted geometry. The level of theory is the ωB97M-V functional and the def2-TZVPD basis.

As for the LUMO energy: -0.76 eV. For the energy above the lowest of the compared OMol25 structures with the same formula, charge and spin, the calculation gives 124.2 kJ/mol. The charge is 0. The HOMO-LUMO gap is 0.3065 Eh.

Last column: Löwdin charge in e.
Element x y z (Å)
1 C -0.227 0.805 -1.407  -0.6697
2 C 1.260 0.660 -1.315  -0.6990
3 C -1.035 -1.439 1.530  -0.2371
4 O 0.317 0.713 2.842  -0.4077
5 P -0.033 0.159 1.524  0.4392
6 S -1.141 1.340 0.058  0.6444
7 S 1.875 -0.648 -0.142  0.5196
8 H -0.485 1.597 -2.192  0.1014
9 H -0.576 -0.132 -1.654  0.0221
10 H 1.606 0.344 -2.390  0.0994
11 H 1.872 1.631 -1.111  0.0934
12 H -2.009 -1.163 1.848  0.0230
13 H -0.945 -1.564 0.437  0.0038
14 H -0.479 -2.303 1.972  0.0672


This record from the OMol25 dataset describes a 2-piece molecular cluster, C2O2S overall at a distorted geometry. The level of theory is the ωB97M-V functional and the def2-TZVPD basis.

As for the LUMO energy: 0.66 eV. For the energy above the lowest of the compared OMol25 structures with the same formula, charge and spin, the calculation gives 24.5 kJ/mol. The charge is 0. The HOMO-LUMO gap is 0.4277 Eh.

Last column: Löwdin charge in e.
Element x y z (Å)
1 C -2.092 0.687 -0.479  0.0299
2 C 1.539 -0.228 0.067  -0.9135
3 O -2.850 0.045 0.134  -0.0010
4 O 0.391 -0.090 -0.041  0.0344
5 S 3.012 -0.414 0.319  0.8501